Record 1
Here is a molecular structure, C4H4N2OS in a non-equilibrium geometry from the Open Molecules 2025 dataset. Energies are from the ωB97M-V functional and the def2-TZVPD basis.

Atoms and positions in Å:
C1 -0.2177 0.6822 -0.4837
C2 -0.3379 0.5461 0.9169
C3 0.1564 -0.7219 1.5450
C4 1.2050 -1.1878 -0.4806
H1 -2.4061 1.8125 -1.1201
H2 -0.9707 1.3223 1.4753
H3 0.1985 -2.4902 2.4728
H4 1.7802 -1.7666 -1.1610
N1 -0.0877 -1.1825 2.7307
N2 0.6878 -1.7231 0.6396
O1 0.7128 -0.0510 -0.9842
S1 -0.8337 1.6223 -1.6482

Calculated values
Charge: 0
Molecular weight (g/mol): 128.16
Frontier orbital gap (eV): 7.9
Calculated total energy (a.u.): -737.58280
Maximum force (Eh/bohr): 0.16508
Highest occupied orbital energy (eV): -8.50

Just the Löwdin charges please, in e? Sure, here they are: -0.883 0.004 -0.504 -0.100 0.080 0.129 0.192 0.128 0.052 0.094 -0.073 0.882

=====

Record 2
Here is C4H4N2OS in the gas phase in a non-equilibrium geometry from the Open Molecules 2025 dataset. Energies are from the ωB97M-V functional and the def2-TZVPD basis.

Atoms and positions in Å:
N1 -0.2014 2.7091 0.1710
C1 -0.2586 1.5095 0.0458
C2 0.0044 0.0579 0.2279
C3 1.0804 -0.7064 -0.1003
N2 2.3091 -0.2768 -0.6108
O1 -0.9603 -0.6071 0.9371
C4 -2.2820 -0.2404 0.6196
S1 -2.8417 0.0270 -0.8543
H1 0.8320 -1.7502 0.0606
H2 2.3830 0.7679 -0.8572
H3 2.9409 -0.9421 -1.0040
H4 -3.0058 -0.5485 1.3645

Calculated values
Charge: 0
Molecular weight (g/mol): 128.16
Frontier orbital gap (eV): 8.2
Calculated total energy (a.u.): -737.67162
Maximum force (Eh/bohr): 0.11190
SMILES string: N#C/C(=C\N)OC=S
Highest occupied orbital energy (eV): -8.56

Just the Löwdin charges please, in e? Sure, here they are: 0.146 -0.173 -0.357 -0.098 0.068 -0.115 -0.649 0.762 0.136 0.142 0.077 0.062

=====

Record 3
Here is C4H4N2S in the gas phase in a non-equilibrium geometry from the Open Molecules 2025 dataset. Energies are from the ωB97M-V functional and the def2-TZVPD basis.

Atoms and positions in Å:
H1 1.0910 2.0628 -0.0409
N1 0.4116 1.8610 0.7035
C1 -0.0658 0.6941 0.6136
N2 -1.0360 0.2671 1.5514
C2 -1.4442 -0.8944 1.2783
S1 -0.8344 -1.7649 -0.1489
C3 0.1601 -0.3042 -0.4555
C4 1.0546 -0.1934 -1.4809
H2 -2.1677 -1.4398 1.8771
H3 1.6043 0.7182 -1.7245
H4 1.2264 -1.0066 -2.1734

Calculated values
Charge: 0
Molecular weight (g/mol): 112.16
Frontier orbital gap (eV): 8.6
Calculated total energy (a.u.): -662.47959
Maximum force (Eh/bohr): 0.05134
SMILES string: [H]/N=C1/N=CSC1=C
Highest occupied orbital energy (eV): -8.97

Just the Löwdin charges please, in e? Sure, here they are: 0.054 0.171 -0.482 0.052 -0.448 0.951 -0.519 0.023 0.077 0.064 0.056

=====

Record 4
Here is C4H4N2S in the gas phase in a non-equilibrium geometry from the Open Molecules 2025 dataset. Energies are from the ωB97M-V functional and the def2-TZVPD basis.

Atoms and positions in Å:
C1 -0.8414 -1.5488 -0.1056
C2 0.0518 -0.3324 -0.2399
N1 -0.1956 0.4787 -1.3215
N2 0.5484 1.7344 -1.3124
C3 1.0589 1.7260 -0.1107
C4 0.7035 0.5354 0.6411
S1 0.5239 0.2431 2.2650
H1 -0.9028 -2.2470 -1.1518
H2 -1.9634 -1.0059 0.3151
H3 -0.4432 -2.1860 0.8318
H4 1.4598 2.6025 0.1887

Calculated values
Charge: 0
Molecular weight (g/mol): 112.16
Frontier orbital gap (eV): 7.1
Calculated total energy (a.u.): -662.35616
Maximum force (Eh/bohr): 0.13395
SMILES string: CC1=NN=CC1=S
Highest occupied orbital energy (eV): -9.64

Just the Löwdin charges please, in e? Sure, here they are: -0.103 -0.447 0.073 0.078 -0.161 -0.706 0.815 0.138 0.161 0.080 0.072

=====

Record 5
Here is C4H4N2S in the gas phase in a non-equilibrium geometry from the Open Molecules 2025 dataset. Energies are from the ωB97M-V functional and the def2-TZVPD basis.

Atoms and positions in Å:
C1 -2.0799 0.5974 0.5437
C2 -2.0233 -0.7930 0.1188
C3 0.3908 -0.1963 -0.5193
C4 1.7568 -0.4409 0.0006
N1 -1.2737 1.3880 -0.3061
N2 -0.1031 0.9837 -0.4845
S1 -0.8316 -1.4632 -0.8125
H1 -2.4381 1.3560 1.3966
H2 1.9924 -1.5159 -0.0689
H3 1.9868 0.1478 0.8133
H4 2.6229 -0.0637 -0.6817

Calculated values
Charge: 0
Molecular weight (g/mol): 112.16
Frontier orbital gap (alpha / beta) (eV): 7.5 / 6.2
Calculated total energy (a.u.): -662.25376
Maximum force (Eh/bohr): 0.09448
<S²>: 2.03
Multiplicity: 3
Highest occupied orbital energy (alpha / beta) (eV): -6.95 / -8.55

Just the Löwdin charges please, in e? Sure, here they are: -0.171 -0.428 -0.599 -0.086 -0.003 -0.026 0.928 0.146 0.079 0.044 0.116

=====

Record 6
Here is C4H4N2S2 in the gas phase in a non-equilibrium geometry from the Open Molecules 2025 dataset. Energies are from the ωB97M-V functional and the def2-TZVPD basis.

Atoms and positions in Å:
C1 -0.6068 1.3921 -0.1157
C2 -1.8323 0.8962 -0.3402
C3 1.8743 -1.2174 -0.6482
C4 -0.2881 -0.7988 0.7123
N1 0.7975 -1.7745 -0.6610
N2 0.2007 0.4978 0.5890
S1 -1.9762 -0.7457 0.1798
S2 1.8901 0.3796 0.4680
H1 -0.3365 2.3481 -0.2701
H2 -2.6820 1.5654 -0.5828
H3 2.9132 -1.1997 -1.0108
H4 0.0461 -1.3431 1.6796

Calculated values
Charge: 0
Molecular weight (g/mol): 144.22
Frontier orbital gap (eV): 8.8
Calculated total energy (a.u.): -1060.59649
Maximum force (Eh/bohr): 0.07489
Highest occupied orbital energy (eV): -8.18

Just the Löwdin charges please, in e? Sure, here they are: -0.219 -0.405 -0.476 -0.529 0.007 -0.525 0.953 0.830 0.078 0.091 0.058 0.136

=====

Record 7
Here is C4H4N2S2 in the gas phase in a non-equilibrium geometry from the Open Molecules 2025 dataset. Energies are from the ωB97M-V functional and the def2-TZVPD basis.

Atoms and positions in Å:
S1 3.5117 0.1310 -0.1383
C1 1.9899 -0.5588 0.0338
N1 0.8472 0.0198 0.0393
C2 -0.3067 -0.7117 -0.0930
C3 -1.2273 0.2756 0.0065
S2 -2.9507 -0.0358 -0.0983
C4 -0.5167 1.5835 0.0130
N2 0.6850 1.3581 -0.0589
H1 1.7437 -1.5737 0.5506
H2 -0.3151 -1.6945 0.0304
H3 -2.6517 -1.5007 -0.3326
H4 -0.8092 2.7072 0.0476

Calculated values
Charge: 0
Molecular weight (g/mol): 144.22
Frontier orbital gap (eV): 8.1
Calculated total energy (a.u.): -1060.59147
Maximum force (Eh/bohr): 0.12424
SMILES string: S=Cn1cc(S)cn1
Highest occupied orbital energy (eV): -8.61

Just the Löwdin charges please, in e? Sure, here they are: 0.591 -0.676 -0.249 -0.081 -0.622 0.734 -0.137 0.099 0.118 0.080 -0.017 0.158

=====

Record 8
Here is a molecular structure, C4H4N4 in a non-equilibrium geometry from the Open Molecules 2025 dataset. Energies are from the ωB97M-V functional and the def2-TZVPD basis.

Atoms and positions in Å:
C1 1.5451 -0.1869 0.0022
C2 -0.1290 1.3573 0.0572
C3 -0.8115 0.1989 -0.0655
C4 -2.1684 -0.1226 0.0358
H1 3.4436 -0.8291 0.5725
H2 1.9327 1.8352 0.5201
H3 -0.5845 2.3087 -0.1470
H4 -0.1414 -1.7782 0.6018
N1 2.4960 -1.0655 -0.0266
N2 1.2295 1.0992 -0.0670
N3 0.2650 -0.7564 -0.2120
N4 -3.3145 -0.5655 0.0591

Calculated values
Charge: 0
Molecular weight (g/mol): 108.10
Frontier orbital gap (eV): 8.5
Calculated total energy (a.u.): -373.69532
Maximum force (Eh/bohr): 0.16332
Highest occupied orbital energy (eV): -8.49

Just the Löwdin charges please, in e? Sure, here they are: -0.585 -0.070 -0.309 -0.147 0.101 0.247 0.123 0.302 0.060 0.064 0.068 0.146

=====

Record 9
Here is C4H4N4 in the gas phase in a non-equilibrium geometry from the Open Molecules 2025 dataset. Energies are from the ωB97M-V functional and the def2-TZVPD basis.

Atoms and positions in Å:
H1 2.5132 -0.7009 0.8478
N1 2.1610 0.3135 0.6508
C1 1.0952 0.2027 -0.0165
N2 0.3074 1.3477 -0.2457
C2 -1.0791 1.3165 -0.1361
C3 -1.8308 0.1980 0.2503
C4 -1.2744 -1.0698 0.4358
N3 -0.1091 -1.3858 -0.3448
N4 0.8418 -0.8148 -0.7552
H2 -1.6514 2.3000 -0.4350
H3 -2.9532 0.1665 0.3771
H4 -1.7819 -1.8743 0.8725

Calculated values
Charge: 0
Molecular weight (g/mol): 108.10
Frontier orbital gap (eV): 8.2
Calculated total energy (a.u.): -373.67399
Maximum force (Eh/bohr): 0.17732
SMILES string: [H]/N=c1/ncccnn1
Highest occupied orbital energy (eV): -9.20

Just the Löwdin charges please, in e? Sure, here they are: 0.097 0.157 -0.672 0.151 -0.114 -0.097 -0.041 0.072 0.101 0.140 0.119 0.085

=====

Record 10
Here is C4H4N4 in the gas phase in a non-equilibrium geometry from the Open Molecules 2025 dataset. Energies are from the ωB97M-V functional and the def2-TZVPD basis.

Atoms and positions in Å:
H1 -2.5210 -0.9137 0.6847
N1 -2.3182 0.0998 0.5609
C1 -1.1661 -0.0710 -0.0057
C2 -0.5183 1.2303 -0.3455
N2 0.8424 1.4466 -0.3696
C3 1.6469 0.6015 0.3505
N3 1.6808 -0.7029 0.4357
C4 0.6803 -1.3247 -0.2218
N4 -0.5631 -1.2175 -0.5093
H2 -1.3391 2.1048 -0.6641
H3 2.4523 0.9587 0.9098
H4 1.1233 -2.2119 -0.8253

Calculated values
Charge: 0
Molecular weight (g/mol): 108.10
Frontier orbital gap (eV): 9.2
Calculated total energy (a.u.): -373.73511
Maximum force (Eh/bohr): 0.11852
SMILES string: [H]/N=c1/cncncn1
Highest occupied orbital energy (eV): -10.27

Just the Löwdin charges please, in e? Sure, here they are: 0.067 0.148 -0.486 0.004 0.086 -0.200 0.104 -0.265 0.130 0.176 0.096 0.139